# 1
Density functional theory data (ωB97M-V with the def2-TZVPD basis set) for a cluster of 2 separate species, C7H10N2 in total in a non-equilibrium geometry.

Computed properties:
Energy relative to the best compared isomer or geometry (same formula, charge and spin): 234.1 kcal per mole
Frontier orbital gap: 0.340 hartree
Lowest unoccupied orbital energy: 0.30 eV
Largest force on an atom: 0.1090 Eh/bohr
Energy: -381.8791 Ha

The geometry in ORCA input format:
```
! wB97M-V def2-TZVPD RIJCOSX def2/J DEFGRID3
* xyz 0 1
C 0.83630 0.35079 0.57217
C -0.47636 0.08978 1.35371
C -0.57780 1.04124 0.15758
C -1.03009 0.35648 -1.28051
C -0.79517 -1.01624 -1.03990
C 0.53570 -1.71235 -0.91692
C 1.27863 -0.79626 -0.27832
H 1.43837 2.46111 0.48516
H 1.54800 1.28596 2.15080
H -0.92185 -0.87850 1.78326
H -0.23972 0.73720 2.40297
H -0.42258 2.21198 0.45519
H -0.39295 0.87807 -1.89926
H -2.76314 -0.68572 -1.54561
H -1.25132 -1.31335 -0.02386
H 0.99679 -2.45448 -1.72382
H 2.27827 -1.01288 0.29354
N 1.77078 1.15770 1.14558
N -1.81185 -0.70053 -2.09176
*
```


# 2
Density functional theory data (ωB97M-V with the def2-TZVPD basis set) for a structure of composition C37H27AsCl2N4O5S2Ti in a non-equilibrium geometry.

Computed properties:
Energy relative to the best compared isomer or geometry (same formula, charge and spin): 294.8 kcal per mole
Frontier orbital gap (spin up / spin down): 0.194 / 0.225 hartree
Lowest unoccupied orbital energy (spin up / spin down): 4.12 / 4.12 eV
Largest force on an atom: 0.2046 Eh/bohr
Energy: -6823.1604 Ha

The geometry in ORCA input format:
```
! wB97M-V def2-TZVPD RIJCOSX def2/J DEFGRID3
* xyz -2 3
Ti -0.44559 1.64597 0.51106
Cl -6.68945 -1.11803 0.14712
C -5.17440 -0.67629 0.80284
C -4.29580 0.13028 0.02649
C -3.12178 0.59954 0.56642
N -2.20450 1.26795 -0.31743
C -2.51865 1.70109 -1.65293
O -3.59476 1.77860 -2.24659
C -1.21916 2.04550 -2.26323
C -1.00039 2.56981 -3.61978
C 0.18500 2.65122 -4.09444
C 1.26215 2.08249 -3.39893
C 1.14403 1.80833 -2.12094
N 0.01550 1.92085 -1.40747
C -2.67471 0.44511 1.89543
C -3.73708 -0.11051 2.71746
C -4.84550 -0.67463 2.21877
Cl -6.06699 -1.37147 3.31479
N -1.39976 0.76411 2.26373
C -0.64105 0.35709 3.24782
O -0.98807 -0.39288 4.17811
C 0.77284 0.96718 3.35337
C 1.67486 0.71604 4.41233
C 2.98782 1.17712 4.41065
C 3.36382 1.76782 3.23276
C 2.46948 2.06477 2.24411
N 1.28128 1.48039 2.21858
H -4.22121 0.19563 -0.98676
H -2.20337 2.62196 -4.11343
H 0.37411 3.32094 -4.87485
H 2.49413 2.06128 -3.99096
H 2.07569 1.93638 -1.60849
H -3.70457 -0.33385 3.75053
H 1.31417 0.25956 5.25607
H 3.59590 1.13442 5.29976
H 4.21118 2.41866 3.24195
H 2.98762 2.59610 1.07850
S 3.71241 0.19066 0.15443
C 3.43463 -1.30222 0.93024
C 4.45285 -1.95442 1.67403
C 4.21310 -3.22775 2.24109
C 3.00055 -3.89720 2.04096
C 1.99233 -3.26800 1.38663
C 2.18479 -2.08761 0.77698
As 0.72919 -1.16140 -0.19374
C -0.78843 -2.54119 -0.06868
C -1.12002 -3.22433 -1.17888
C -2.38427 -3.93277 -1.23746
C -3.13151 -3.67476 -0.04298
C -2.62494 -3.31501 1.23966
C -1.64458 -2.35727 1.00270
C 1.15155 -1.55584 -2.12288
C 2.42931 -1.75408 -2.35605
C 2.84707 -1.89633 -3.80190
C 1.91379 -1.58176 -4.73411
C 0.61731 -1.27041 -4.46523
C 0.22755 -1.19340 -3.00443
H 5.24903 -1.38246 1.95467
H 5.00106 -3.73053 2.77951
H 2.65521 -4.78290 2.53775
H 1.02702 -3.70659 1.55473
H -0.52492 -3.54393 -2.19988
H -3.11730 -3.88310 -2.09066
H -4.21301 -3.57419 -0.14392
H -3.15267 -3.44056 2.23367
H -1.06845 -1.75085 2.09741
H 3.16384 -2.12437 -1.75770
H 3.67019 -2.41113 -4.22056
H 2.17624 -1.56403 -5.75389
H 0.01637 -0.78802 -5.40715
H -0.91821 -0.92227 -2.91019
C -0.52611 5.26376 -0.94443
S -0.22659 5.01153 0.83039
O 1.18209 5.27216 0.92448
O -1.10527 5.94687 1.47025
O -0.53172 3.57837 1.03225
H 0.30056 6.21322 -1.28000
H -1.61150 5.38056 -1.09684
H -0.12129 4.13497 -1.54270
*
```


# 3
Density functional theory data (ωB97M-V with the def2-TZVPD basis set) for a cluster of 2 separate species, C2H2ClN3O in total in a non-equilibrium geometry.

Computed properties:
Energy relative to the best compared isomer or geometry (same formula, charge and spin): 165.5 kcal per mole
Frontier orbital gap (spin up / spin down): 0.324 / 0.324 hartree
Lowest unoccupied orbital energy (spin up / spin down): -1.88 / -1.88 eV
Largest force on an atom: 0.3051 Eh/bohr
Energy: -776.8245 Ha

The geometry in ORCA input format:
```
! wB97M-V def2-TZVPD RIJCOSX def2/J DEFGRID3
* xyz 0 1
C -0.01166 -0.95777 1.01659
C 0.33872 -0.12915 -0.13418
N 0.98787 -1.84623 1.18618
N 1.61098 -0.41918 -0.39062
N -1.48943 2.05831 -1.08216
O 1.98306 -1.45416 0.37861
Cl -2.16798 3.38327 -1.80488
H -0.98261 -1.03700 1.33529
H -0.26894 0.40190 -0.50482
*
```


# 4
Density functional theory data (ωB97M-V with the def2-TZVPD basis set) for the ion C5H10NO2 with charge -1 in a non-equilibrium geometry.

Computed properties:
SMILES: CCC[C@@H](N)C(=O)[O-]
Energy relative to the best compared isomer or geometry (same formula, charge and spin): 37.7 kcal per mole
Frontier orbital gap: 0.277 hartree
Lowest unoccupied orbital energy: 3.73 eV
Largest force on an atom: 0.0771 Eh/bohr
Energy: -401.7668 Ha

The geometry in ORCA input format:
```
! wB97M-V def2-TZVPD RIJCOSX def2/J DEFGRID3
* xyz -1 1
O -0.17047 -1.53528 -2.03299
C 0.71998 -1.05740 -1.26634
O 1.98650 -1.10835 -1.38889
C 0.08599 0.01675 -0.26086
C 0.05993 -0.24587 1.25420
C -1.18064 0.31192 1.99010
C -1.96224 1.65104 1.68788
N 0.79087 1.33079 -0.46397
H -0.92845 0.12184 -0.55449
H -0.06078 -1.34015 1.43136
H 1.01812 0.22754 1.65034
H -1.91377 -0.54945 1.82366
H -1.01577 0.13778 3.03976
H -2.30936 1.70865 0.62788
H -2.52633 2.06139 2.47651
H -1.19602 2.43456 1.72319
H 1.80720 1.21170 -0.57606
H 0.72272 1.76093 -1.44923
*
```


Number 1 is which compound?
C7H10N2